No. 1
13
Properties=species:S:1:pos:R:3:forces:R:3:nbo_charge:R:1 method="wB97M-V/def2-TZVPD" e_above_lowest_kj_mol=134.0 e_tot_ev=-7798.2557 smiles="C[C@H]1CN=CO1" fmax_ev_per_a=0.57 multiplicity=1 homo_lumo_gap_ev=10.780
C -1.000852 -0.376581 -0.936007 0.05 0.13 -0.14 -0.653
C 0.264887 0.469728 -0.600615 -0.46 -0.04 -0.07 0.063
C 0.065676 0.970403 0.821313 -0.07 0.17 -0.06 -0.282
N 0.297761 -0.285307 1.576815 0.43 -0.03 0.14 -0.470
C 1.073911 -0.943921 0.821708 -0.02 -0.25 0.30 0.368
O 1.361525 -0.453785 -0.410566 -0.20 -0.32 -0.10 -0.501
H -0.821192 -1.146621 -1.690999 0.13 0.35 -0.13 0.222
H -1.320932 -0.914403 -0.034315 0.16 0.19 -0.22 0.227
H -1.858786 0.233706 -1.228649 0.25 0.12 -0.16 0.217
H 0.590100 1.210267 -1.338839 -0.31 -0.26 0.08 0.207
H 0.805493 1.686940 1.201120 -0.09 0.07 -0.39 0.208
H -0.928707 1.418220 0.907486 0.07 -0.35 0.45 0.206
H 1.494166 -1.927682 1.006096 0.05 0.20 0.30 0.188

No. 2
13
Properties=species:S:1:pos:R:3:forces:R:3:nbo_charge:R:1 method="wB97M-V/def2-TZVPD" e_above_lowest_kj_mol=611.1 e_tot_ev=-7793.3109 fmax_ev_per_a=0.36 multiplicity=1 homo_lumo_gap_ev="8.377 / 8.353"
O 1.137804 -0.445137 1.537454 0.07 -0.11 0.02 -0.665
C 0.416398 -0.125042 0.373034 0.01 0.06 -0.19 0.035
C -0.467213 -1.053585 -0.459677 0.01 -0.28 -0.10 -0.253
N -1.156314 0.199459 -0.921965 -0.16 0.05 -0.14 -0.570
C -0.798509 0.791892 0.411027 -0.11 0.28 0.07 -0.248
C 1.523113 0.412855 -0.500359 0.15 0.12 0.25 -0.017
H 1.900447 -0.976508 1.253990 -0.09 0.05 0.12 0.489
H -0.001030 -1.679077 -1.225591 -0.05 0.15 0.06 0.205
H -1.183539 -1.632008 0.133924 0.20 0.02 -0.05 0.199
H -0.633567 1.873483 0.459284 -0.02 -0.18 -0.11 0.195
H -1.577143 0.496059 1.121817 0.19 0.04 -0.02 0.201
H -0.543698 0.620103 -1.630679 -0.35 0.00 0.10 0.339
H 1.383253 1.517502 -0.552262 0.14 -0.20 -0.01 0.089

No. 3
13
Properties=species:S:1:pos:R:3:forces:R:3:nbo_charge:R:1 method="wB97M-V/def2-TZVPD" e_above_lowest_kj_mol=554.7 e_tot_ev=-7793.8956 fmax_ev_per_a=3.76 multiplicity=1 homo_lumo_gap_ev="7.955 / 7.719"
C -0.633406 0.949626 0.179408 0.60 -0.13 2.23 0.356
C 1.456773 0.808775 1.133027 -2.75 -1.48 -1.93 -0.117
C 0.097164 -0.207354 -0.369755 0.29 -0.87 0.86 -0.037
C -0.533959 -1.582044 -0.425977 -0.95 -0.31 -2.34 -0.621
N -1.465681 1.790754 -0.014466 -1.98 1.97 -2.52 -0.647
O 1.168375 -0.395495 0.470114 1.81 0.38 1.60 -0.524
H 1.592838 1.620609 0.460365 0.81 0.81 0.08 0.162
H 1.871213 0.623595 2.076839 0.73 0.34 1.04 0.184
H 0.510368 0.274266 -1.225423 -0.05 -0.45 -1.96 0.206
H -0.782178 -2.065441 0.489587 0.20 0.48 1.36 0.233
H 0.229200 -2.261179 -0.869604 -0.88 0.42 -0.23 0.233
H -1.532758 -1.567975 -0.936301 1.12 -0.16 -0.28 0.213
H -1.977950 2.011862 -0.967814 1.05 -1.01 2.10 0.360

No. 4
13
Properties=species:S:1:pos:R:3:forces:R:3:nbo_charge:R:1 method="wB97M-V/def2-TZVPD" e_above_lowest_kj_mol=541.2 e_tot_ev=-7794.0349 fmax_ev_per_a=0.51 multiplicity=1 homo_lumo_gap_ev=9.676
O 1.708182 -1.169328 -1.133263 -0.18 0.08 -0.24 -0.652
C 0.642413 -0.766044 -1.772994 -0.26 0.11 0.43 0.186
C -0.514952 -0.300219 -0.943904 0.02 0.03 -0.03 -0.547
C -0.255401 -0.215597 0.541640 0.14 -0.20 -0.10 -0.096
C 0.209581 1.038653 1.172194 0.26 0.15 0.01 -0.257
N -1.189107 0.627820 1.284728 -0.18 -0.04 0.19 -0.588
H 1.694745 -1.208486 -2.295288 0.27 -0.11 -0.02 0.500
H -1.345330 -0.989126 -1.161584 0.10 0.08 0.00 0.250
H -0.848018 0.671577 -1.331385 0.05 -0.13 0.03 0.251
H 0.077460 -1.140625 1.010448 -0.07 0.16 -0.06 0.205
H 0.379498 1.921939 0.559543 -0.04 -0.16 0.07 0.195
H 0.853489 0.964100 2.046366 -0.13 -0.01 -0.14 0.197
H -1.373745 0.239034 2.205005 0.02 0.04 -0.12 0.353

No. 5
13
Properties=species:S:1:pos:R:3:forces:R:3:nbo_charge:R:1 method="wB97M-V/def2-TZVPD" e_above_lowest_kj_mol=99.0 e_tot_ev=-7798.6187 smiles="CC(C)=NC=O" fmax_ev_per_a=0.34 multiplicity=1 homo_lumo_gap_ev=10.417
C -1.484685 -0.890322 0.372632 -0.09 0.05 -0.04 -0.675
C -0.189442 -0.218228 0.006064 0.04 -0.07 0.05 0.406
C -0.280222 1.227056 -0.405914 0.08 -0.02 -0.03 -0.700
N 0.871790 -0.923137 0.071370 -0.20 0.24 0.15 -0.521
C 2.142981 -0.372670 0.001561 0.17 0.17 0.04 0.524
O 2.512122 0.608976 0.605559 -0.03 -0.26 -0.11 -0.562
H -1.569871 -1.851155 -0.131724 0.01 0.00 0.00 0.243
H -2.351790 -0.272222 0.138340 0.05 -0.04 -0.03 0.213
H -1.484626 -1.086533 1.447454 0.02 0.02 -0.03 0.243
H -0.916184 1.289358 -1.297171 0.07 0.02 0.12 0.229
H -0.781480 1.799234 0.383900 0.07 -0.11 -0.10 0.239
H 0.692102 1.678182 -0.600869 -0.16 -0.08 0.01 0.245
H 2.839303 -0.988543 -0.591204 -0.04 0.09 -0.03 0.116

No. 6
13
Properties=species:S:1:pos:R:3:forces:R:3:nbo_charge:R:1 method="wB97M-V/def2-TZVPD" e_above_lowest_kj_mol=306.6 e_tot_ev=-7796.4667 fmax_ev_per_a=1.17 multiplicity=1 homo_lumo_gap_ev=11.220
C -0.921176 -0.938364 -0.075933 -0.05 -0.02 -0.03 -0.681
C 0.038179 0.194940 0.220998 0.12 -0.41 0.03 0.515
C 1.392427 0.017897 -0.433674 0.04 0.04 -0.06 -0.657
O 0.205668 0.505675 1.521738 -0.19 0.05 0.06 -0.676
C -0.369702 1.869378 -0.731009 -1.05 -0.08 0.34 0.076
N -1.411424 1.569443 -0.247807 1.03 0.29 -0.47 -0.469
H -0.439379 -1.866369 0.254599 -0.03 0.11 -0.04 0.223
H -1.872017 -0.816908 0.444795 0.14 0.00 -0.05 0.232
H -1.119729 -1.004622 -1.146402 0.04 0.03 0.13 0.241
H 2.055442 0.844586 -0.181390 -0.11 -0.10 -0.03 0.245
H 1.293664 -0.049973 -1.516945 0.00 0.00 0.15 0.238
H 1.812695 -0.920214 -0.047683 -0.08 0.11 -0.02 0.221
H -0.664652 0.594527 1.938718 0.15 -0.03 -0.02 0.492

No. 7
13
Properties=species:S:1:pos:R:3:forces:R:3:nbo_charge:R:1 method="wB97M-V/def2-TZVPD" e_above_lowest_kj_mol=608.2 e_tot_ev=-7793.3413 fmax_ev_per_a=2.75 multiplicity=1 homo_lumo_gap_ev="8.528 / 8.324"
C -1.442043 -0.388595 0.557905 -0.77 0.92 0.15 0.643
C -0.298095 -0.072649 1.253263 1.48 -0.94 -2.12 -0.078
C 1.546122 -1.426503 0.052482 -0.46 2.05 1.00 -0.574
C -0.527978 1.522072 -0.862314 2.22 -0.60 -1.14 -0.436
N -0.868666 0.888031 0.375195 -0.61 -0.86 0.07 -0.404
O -2.372829 -1.021813 0.191890 -0.42 -0.72 -0.34 -0.542
H 0.232316 0.027744 2.127803 0.84 0.24 1.82 0.215
H 2.272834 -0.951976 0.707029 -0.05 0.11 -0.42 0.178
H 1.302289 -0.984316 -0.897210 0.20 -0.06 -0.12 0.179
H 1.457608 -2.457036 0.202682 -0.50 -1.35 0.05 0.179
H 0.116583 2.418525 -0.621185 -1.19 -0.69 -0.85 0.221
H 0.015171 0.860486 -1.653586 -0.04 0.57 1.78 0.190
H -1.433315 1.586035 -1.433954 -0.70 1.33 0.13 0.230

No. 8
13
Properties=species:S:1:pos:R:3:forces:R:3:nbo_charge:R:1 method="wB97M-V/def2-TZVPD" e_above_lowest_kj_mol=154.0 e_tot_ev=-7798.0485 smiles=COCCC#N fmax_ev_per_a=1.18 multiplicity=1 homo_lumo_gap_ev=11.155
C 1.721909 0.279686 0.458966 0.17 0.11 0.28 -0.258
O 1.171326 -0.298706 -0.702672 0.01 -0.07 -0.10 -0.531
C -0.120849 0.158581 -0.991831 -0.23 0.12 -0.12 -0.050
C -1.198015 -0.653118 -0.234072 -0.02 -0.06 -0.02 -0.555
C -1.765244 -0.008227 0.953101 -0.34 0.46 0.87 0.281
N -2.215809 0.488033 1.896928 0.48 -0.46 -0.98 -0.329
H 2.038066 1.312525 0.264499 -0.03 -0.06 0.03 0.172
H 1.014967 0.288689 1.300217 0.09 -0.08 -0.11 0.175
H 2.594416 -0.317646 0.730276 -0.10 0.12 0.00 0.198
H -0.218423 1.232163 -0.780138 -0.01 -0.11 -0.05 0.180
H -0.272931 0.007944 -2.063698 0.05 0.01 0.13 0.197
H -0.728187 -1.590156 0.079560 -0.13 0.02 -0.08 0.265
H -2.021229 -0.899767 -0.911134 0.06 0.02 0.13 0.254

No. 9
13
Properties=species:S:1:pos:R:3:forces:R:3:nbo_charge:R:1 method="wB97M-V/def2-TZVPD" e_above_lowest_kj_mol=219.7 e_tot_ev=-7797.3674 smiles="[H]/N=C/COC=C" fmax_ev_per_a=0.64 multiplicity=1 homo_lumo_gap_ev=10.240
H -0.324786 2.391389 1.686644 -0.15 0.04 -0.19 0.340
N 0.225325 1.972052 0.936763 0.05 -0.12 0.39 -0.618
C 0.244007 0.714069 1.057337 0.24 -0.10 -0.01 0.120
C 1.195961 -0.091945 0.203148 0.27 0.53 0.24 -0.144
O 0.739747 -1.381562 -0.118263 -0.43 -0.09 -0.15 -0.489
C -0.466080 -1.398558 -0.750463 -0.27 0.05 -0.14 0.142
C -1.130692 -0.350817 -1.242229 0.15 -0.07 -0.08 -0.548
H -0.308530 0.140025 1.814483 0.04 0.14 -0.05 0.163
H 1.466833 0.505779 -0.676722 -0.02 -0.19 0.05 0.196
H 2.085054 -0.241188 0.823143 0.06 -0.02 -0.21 0.213
H -0.863933 -2.411017 -0.801662 0.09 0.22 0.10 0.192
H -2.126606 -0.509526 -1.631860 0.11 -0.09 -0.14 0.217
H -0.736302 0.661301 -1.300318 -0.12 -0.29 0.20 0.218